# 1
Below is C12H18B2F8NO6Ti as an isolated structure, with properties calculated with the ωB97M-V functional and the def2-TZVPD basis.

Highest occupied orbital energy (alpha / beta) (eV): -0.360 / -0.359
Lowest unoccupied orbital energy (alpha / beta) (eV): 1.76 / 1.75
Kohn-Sham gap (alpha / beta) (eV): 2.115 / 2.113
Charge: -2
Spin multiplicity: 4

Each line ends with the Mulliken charge.
Geometry (Å):
Ti -7.5427 -1.9051 3.7024  0.98
C -10.2872 1.7303 8.2918  -0.63
C -11.6140 1.9332 8.9376  0.49
C -12.8477 1.1699 8.2902  0.39
O -13.9104 1.0963 8.9654  -0.74
C -12.6721 0.5382 6.9642  -0.71
C -11.3836 0.3203 6.5295  0.47
C -10.1792 0.9420 7.2543  0.38
O -8.9751 0.8448 6.8052  -0.86
O -11.3697 -0.3011 5.4452  -0.79
O -11.7422 2.6174 9.9456  -0.71
H -9.4530 2.1738 8.8150  0.36
H -13.5385 0.0958 6.4951  0.39
C -3.0765 -1.3409 5.2018  -0.89
O -3.4383 -1.7898 6.4965  -0.26
C -2.9364 -0.9458 7.6011  -0.56
C -3.4719 -1.5205 8.9249  -0.77
N -3.2795 -2.9980 8.9140  -0.13
H -3.6229 -3.4350 8.0706  0.39
H -2.2929 -3.1129 8.7311  0.39
C -3.8161 -3.9445 9.9614  -0.57
C -2.8303 -5.0053 10.2035  -0.56
O -1.5115 -4.5672 10.4771  -0.35
C -1.1895 -5.0259 11.8382  -0.78
H -3.8707 -0.6765 4.8612  0.34
H -2.9171 -2.1485 4.4872  0.28
H -2.0507 -0.9889 5.0931  0.31
H -3.4112 0.0224 7.4420  0.42
H -1.8471 -0.9554 7.5641  0.42
H -4.5236 -1.3401 9.1471  0.49
H -2.9740 -1.0448 9.7699  0.34
H -4.7400 -4.4196 9.6319  0.36
H -4.0256 -3.2767 10.7971  0.35
H -2.5952 -5.6385 9.3481  0.35
H -3.2779 -5.6931 10.9210  0.47
H -0.1057 -4.9191 11.8836  0.28
H -1.2794 -6.1062 11.9518  0.35
H -1.6560 -4.4672 12.6496  0.30
B -6.4101 0.2236 -1.1186  0.58
F -5.1249 -0.0830 -0.8149  -0.40
F -7.1824 -0.4454 -0.1627  -0.42
F -6.5141 1.6203 -0.9475  -0.43
F -6.7429 -0.1935 -2.3294  -0.35
B -6.0073 -5.5580 4.4132  0.59
F -4.8473 -6.2579 4.4702  -0.38
F -7.1388 -6.3943 4.4909  -0.38
F -6.0727 -4.6126 5.5252  -0.44
F -5.9449 -4.8875 3.2216  -0.38



# 2
Below is one molecule with the formula CH3NS3, with properties calculated with the ωB97M-V functional and the def2-TZVPD basis.

Highest occupied orbital energy (eV): -8.475
Lowest unoccupied orbital energy (eV): 0.17
Kohn-Sham gap (eV): 8.642
SMILES: S=C(S)NS
Charge: 0

Each line ends with the Mulliken charge.
Geometry (Å):
C -0.0161 0.5121 -0.2019  0.52
N -0.5243 -0.3136 0.6976  -0.36
S 1.6318 0.0827 -0.7046  -0.47
S -0.8590 1.8928 -0.7659  -0.20
S 0.0246 -1.9003 1.1097  -0.07
H -1.4832 -0.3293 1.1899  0.30
H 0.1295 2.1000 -1.6963  0.17
H 1.0966 -2.0444 0.3715  0.12



# 3
Below is a 2-piece molecular cluster, CH3BrNO2S overall, with properties calculated with the ωB97M-V functional and the def2-TZVPD basis.

Highest occupied orbital energy (alpha / beta) (eV): -2.388 / -4.796
Lowest unoccupied orbital energy (alpha / beta) (eV): 3.25 / 3.22
Kohn-Sham gap (alpha / beta) (eV): 5.634 / 8.014
Charge: -1
Spin multiplicity: 3

Each line ends with the Mulliken charge.
Geometry (Å):
C -1.0066 -0.1963 0.7312  -0.50
N 1.1917 0.0150 0.0396  -0.46
O 1.4688 1.2503 -2.2364  -0.57
O 1.2455 2.5205 -0.0749  -0.57
S 1.6637 1.2791 -0.7642  0.53
Br -1.0657 -1.8962 1.5135  -0.20
H -1.5397 -0.2228 -0.3434  0.24
H -0.9862 0.7027 1.3238  0.36
H 1.6267 -0.7641 -0.5155  0.18



# 4
Below is C10H11NS as an isolated structure, with properties calculated with the ωB97M-V functional and the def2-TZVPD basis.

Highest occupied orbital energy (eV): -8.230
Lowest unoccupied orbital energy (eV): 0.59
Kohn-Sham gap (eV): 8.824
Charge: 0

Each line ends with the Mulliken charge.
Geometry (Å):
C 3.5742 0.1733 -0.2643  -0.52
C 3.1622 -1.1701 -0.4112  -0.50
C 2.6387 1.0999 0.1665  -0.45
C 1.8475 -1.5670 -0.1555  -0.81
C 1.2916 0.7432 0.4207  0.20
C 0.9083 -0.6305 0.2825  0.75
C -0.8559 1.2668 0.9060  -0.17
C -1.9668 -0.0892 0.1294  0.97
C -1.9755 0.0665 -1.3863  -1.38
C -3.2191 -0.0886 0.8855  -1.56
N 0.3963 1.6116 1.0179  -0.56
S -0.6828 -1.3235 0.5786  -0.27
H 4.5571 0.4366 -0.7001  0.32
H 3.8473 -1.8914 -0.6394  0.46
H 3.0262 2.0613 0.2269  0.47
H 1.5413 -2.5982 -0.2271  0.37
H -1.5621 1.9360 1.4515  0.35
H -2.2415 -0.8108 -1.8313  0.43
H -0.8760 0.2307 -1.7857  0.28
H -2.6563 0.7546 -1.6968  0.45
H -3.8457 0.7151 0.4460  0.38
H -3.1218 0.1023 1.8995  0.44
H -3.7870 -1.0285 0.6867  0.36



# 5
Below is a 5-piece molecular cluster, C48H113N2O3P2 overall, with properties calculated with the ωB97M-V functional and the def2-TZVPD basis.

Highest occupied orbital energy (eV): -13.749
Lowest unoccupied orbital energy (eV): -5.60
Kohn-Sham gap (eV): 8.146
Charge: +3

Each line ends with the Mulliken charge.
Geometry (Å):
O 0.6034 -0.9118 2.2059  0.58
H 0.2116 -1.3116 1.4051  -0.87
C -2.9345 -1.7881 6.0522  -1.04
C -2.2898 -0.7092 6.9852  -0.89
C -0.7936 -0.3289 6.6700  -0.37
C -0.6551 0.2194 5.2710  -0.43
P 0.9398 1.0573 4.7987  -0.56
C 2.4356 0.0048 4.6331  0.16
C 2.7907 -0.7885 5.8914  -0.90
C 4.2350 -1.5133 5.8352  -0.68
C 5.4129 -0.6651 5.2755  -0.86
C 1.4648 2.1404 6.2416  -1.07
C 2.7410 2.9605 6.0930  -0.60
C 2.5221 4.4322 6.5118  -0.50
C 3.6147 5.4418 6.0566  -1.40
C 0.6901 2.1625 3.3363  -0.26
C -0.4859 3.1589 3.5607  -0.19
C -0.7584 4.0186 2.3632  -1.14
C -1.2954 3.2108 1.1659  -0.83
H -2.8519 -1.4051 5.0350  0.25
H -3.9401 -1.9562 6.4377  0.41
H -2.4418 -2.7594 6.0109  0.24
H -2.4657 -0.8737 8.0483  0.49
H -2.8712 0.1639 6.6889  0.30
H -0.1111 -1.1202 6.9802  0.24
H -0.5626 0.4760 7.3677  0.31
H -1.4810 0.9060 5.0847  0.68
H -0.7912 -0.5433 4.5042  -0.25
H 3.2031 0.7130 4.3208  0.70
H 2.2506 -0.7682 3.8873  0.07
H 2.0196 -1.4961 6.1961  0.18
H 2.7822 -0.2175 6.8198  0.43
H 4.1828 -2.4443 5.2708  0.28
H 4.5253 -1.7757 6.8526  0.45
H 6.4195 -0.9704 5.5614  0.44
H 5.4821 0.3061 5.7655  0.24
H 5.3307 -0.5524 4.1945  -0.02
H 1.4803 1.5608 7.1646  0.78
H 0.6698 2.8859 6.2585  0.78
H 2.9762 3.0844 5.0359  0.13
H 3.6229 2.5237 6.5615  0.49
H 2.4540 4.4421 7.5996  0.36
H 1.5548 4.7925 6.1617  0.32
H 3.6937 5.6487 4.9893  0.33
H 4.6197 5.0574 6.2309  0.35
H 3.6046 6.3840 6.6046  0.39
H 0.5526 1.5379 2.4536  0.02
H 1.6306 2.6832 3.1561  0.77
H -0.1716 3.8361 4.3548  0.12
H -1.4100 2.6238 3.7798  0.15
H 0.1377 4.5473 2.0384  0.41
H -1.4594 4.7908 2.6800  0.46
H -0.4863 2.7220 0.6232  0.07
H -1.6543 4.0174 0.5266  0.42
H -2.0575 2.4496 1.3326  0.33
C -2.3184 -0.5982 -1.0296  -0.90
C -2.4459 0.7973 -1.6476  -0.82
C -2.9023 0.8078 -3.0955  -0.45
C -2.7167 2.1115 -3.7665  -1.28
P -3.4096 2.3997 -5.4262  1.02
C -3.4913 0.7962 -6.3354  -1.12
C -3.2407 0.9045 -7.8490  -0.90
C -3.6623 -0.4177 -8.6680  -0.65
C -2.9120 -1.6910 -8.1926  -1.16
C -5.2459 2.8839 -5.1594  -1.13
C -6.0446 2.7308 -6.4981  -0.32
C -7.5276 3.1807 -6.1917  -0.65
C -7.8155 4.5880 -5.8127  -1.14
C -2.3982 3.5781 -6.3999  -0.94
C -2.0283 4.9401 -5.7066  -0.64
C -1.4297 5.9849 -6.6028  -0.74
C -0.0505 5.7039 -7.1688  -1.15
H -3.2553 -1.1499 -1.1067  0.48
H -2.1692 -0.4559 0.0407  0.29
H -1.4054 -1.0627 -1.4020  0.06
H -1.5185 1.3384 -1.4599  0.27
H -3.1381 1.3521 -1.0141  0.48
H -3.9735 0.6157 -3.1560  0.34
H -2.4139 -0.0009 -3.6392  0.26
H -1.6935 2.4865 -3.7895  0.62
H -3.2386 2.8903 -3.2104  0.42
H -4.4430 0.3182 -6.1033  0.53
H -2.5709 0.3522 -5.9561  0.63
H -2.2778 1.3835 -8.0266  0.55
H -3.9439 1.6395 -8.2406  0.27
H -3.4063 -0.2254 -9.7100  0.43
H -4.7387 -0.5878 -8.6503  0.34
H -1.8578 -1.6339 -8.4639  0.30
H -3.3330 -2.5629 -8.6932  0.39
H -2.9374 -1.8892 -7.1211  0.28
H -5.0538 3.8900 -4.7866  0.55
H -5.5542 2.1423 -4.4224  0.56
H -6.0599 1.6973 -6.8441  0.25
H -5.5567 3.3127 -7.2801  0.39
H -7.6914 2.4628 -5.3880  0.33
H -8.2640 2.8954 -6.9430  0.44
H -7.7317 5.2633 -6.6642  0.29
H -7.1365 4.7866 -4.9834  0.28
H -8.8098 4.7852 -5.4118  0.36
H -2.9292 3.7422 -7.3376  0.50
H -1.4439 3.0786 -6.5673  0.63
H -1.3395 4.8100 -4.8720  0.27
H -2.9498 5.3495 -5.2925  0.38
H -1.4332 7.0140 -6.2434  0.43
H -2.1206 6.2073 -7.4160  0.37
H 0.1245 6.4093 -7.9812  0.36
H -0.0480 4.7025 -7.5994  0.30
H 0.7553 5.7114 -6.4348  0.30
C 5.1230 1.2196 0.7652  -0.97
C 4.8671 0.4320 -0.5076  -0.59
N 3.5714 -0.4717 -0.5481  0.27
C 2.3151 0.4611 -0.3590  -0.62
C 3.6164 -1.0913 -1.9674  -0.62
C 2.4990 -2.0787 -2.4359  -0.96
C 3.4273 -1.4162 0.6010  0.78
C 4.5654 -2.3920 0.8238  -1.23
O 4.8537 -3.0600 -0.4041  -0.24
C 5.9854 -3.9308 -0.5219  -0.97
H 5.8251 2.0436 0.6378  0.42
H 5.6880 0.5865 1.4493  0.31
H 4.2289 1.6440 1.2217  0.06
H 5.7364 -0.2055 -0.6684  0.45
H 4.9007 0.9481 -1.4671  0.64
H 2.4889 0.9426 0.6034  0.06
H 1.4829 -0.2234 -0.5228  0.21
H 2.3046 1.2564 -1.1043  0.27
H 4.5307 -1.6691 -2.1024  0.47
H 3.6620 -0.2045 -2.5995  0.69
H 2.6331 -2.0561 -3.5174  0.46
H 1.4951 -1.6833 -2.2813  0.15
H 2.7438 -3.0596 -2.0284  0.13
H 2.5746 -2.0371 0.3263  -0.35
H 3.2285 -0.8739 1.5254  -0.22
H 4.3171 -3.0926 1.6210  0.49
H 5.3917 -1.8454 1.2782  0.68
H 5.9682 -4.6717 0.2774  0.30
H 6.9374 -3.4019 -0.5691  0.35
H 5.8879 -4.4370 -1.4823  0.29
C -1.3792 -3.3712 0.3490  -0.64
C -1.2531 -4.7341 0.9665  -0.77
N -0.1219 -4.9036 2.0040  0.79
C -0.3558 -3.9904 3.2158  -0.91
C -0.0963 -6.4174 2.4414  -0.30
C -1.3892 -6.9850 2.9992  -1.47
C 1.2604 -4.4634 1.4910  0.21
C 1.8307 -5.0574 0.2088  -0.40
O 2.0843 -6.4241 0.2591  -0.44
C 2.5955 -6.9592 -0.9643  -0.64
H -0.4290 -2.8907 0.1158  -0.31
H -1.9138 -2.6247 0.9365  0.45
H -1.8912 -3.2718 -0.6081  0.58
H -0.8407 -5.3470 0.1651  0.34
H -2.2321 -5.0107 1.3581  0.54
H -0.4696 -2.9905 2.7970  -0.07
H 0.4198 -3.9399 3.9799  0.31
H -1.3429 -4.2204 3.6169  0.51
H 0.7911 -6.6533 3.0288  0.50
H 0.1880 -6.9646 1.5426  0.36
H -2.3014 -7.1988 2.4422  0.37
H -1.6453 -6.5588 3.9692  0.36
H -1.2194 -8.0145 3.3145  0.47
H 1.9562 -4.5431 2.3262  0.76
H 1.1730 -3.3807 1.4001  -0.64
H 2.7357 -4.5115 -0.0580  -0.09
H 1.2423 -4.8627 -0.6879  0.38
H 2.8685 -8.0099 -0.8663  0.30
H 3.3969 -6.2976 -1.2932  0.19
H 1.8001 -6.8644 -1.7035  0.31



# 6
Below is CH13MnO6 as an isolated structure, with properties calculated with the ωB97M-V functional and the def2-TZVPD basis.

Highest occupied orbital energy (alpha / beta) (eV): -18.221 / -17.427
Lowest unoccupied orbital energy (alpha / beta) (eV): -11.40 / -13.71
Kohn-Sham gap (alpha / beta) (eV): 6.822 / 3.715
Charge: +2
Spin multiplicity: 7

Each line ends with the Mulliken charge.
Geometry (Å):
Mn -20.0775 22.1203 9.9488  1.38
C -21.2452 19.3755 8.7611  -0.44
O -20.3604 20.0592 9.5539  -0.03
H -20.7983 18.6998 8.0318  0.07
H -21.9603 18.8298 9.3767  0.29
H -21.9335 20.0159 8.2097  0.39
O -18.4368 19.6322 6.6566  -0.61
H -19.1858 19.8082 7.2261  0.21
H -18.7318 19.8939 5.7844  0.36
O -18.2689 17.8933 9.7790  -0.57
H -18.8492 18.6505 9.7007  0.21
H -18.8139 17.1465 9.5310  0.33
O -18.0321 21.9384 9.6190  -0.51
H -17.4714 22.7069 9.7255  0.35
H -17.4309 21.2348 9.3746  0.34
O -20.6739 19.1878 12.4247  -0.56
H -20.6965 19.6079 11.5649  0.25
H -20.5882 18.2538 12.2333  0.36
O -19.7133 16.7231 6.7321  -0.49
H -20.0009 16.7786 7.6434  0.29
H -18.9961 17.3537 6.6680  0.39



# 7
Below is one molecule with the formula C6H12O, with properties calculated with the ωB97M-V functional and the def2-TZVPD basis.

Highest occupied orbital energy (eV): -9.635
Lowest unoccupied orbital energy (eV): 1.09
Kohn-Sham gap (eV): 10.721
SMILES: C[C@H]1CO[C@@H](C)C1
Charge: 0

Each line ends with the Mulliken charge.
Geometry (Å):
C -2.1265 0.5924 -0.1356  -1.05
C -1.1143 -0.3860 0.4754  0.43
C -0.4607 -1.3182 -0.5188  -0.85
O 0.8363 -1.5685 -0.0333  -0.48
C 1.3978 -0.3132 0.3543  0.43
C 1.9157 0.4445 -0.8696  -1.38
C 0.2664 0.4086 1.0906  -1.11
H -2.1976 0.6833 -1.2304  0.27
H -1.3587 1.2537 0.2533  0.23
H -3.0980 0.7516 0.3517  0.31
H -1.5459 -0.8760 1.3462  0.41
H -0.9954 -2.2653 -0.6041  0.36
H -0.4253 -0.8467 -1.5204  0.32
H 2.2436 -0.5672 1.0022  0.37
H 2.5207 -0.2376 -1.4751  0.33
H 2.5348 1.3028 -0.5826  0.39
H 1.0924 0.8188 -1.4904  0.30
H 0.3701 1.5129 0.9526  0.46
H 0.3204 0.2572 2.1768  0.26



# 8
Below is C26H47BiN4O5S5 as an isolated structure, with properties calculated with the ωB97M-V functional and the def2-TZVPD basis.

Highest occupied orbital energy (eV): -14.212
Lowest unoccupied orbital energy (eV): -5.37
Kohn-Sham gap (eV): 8.838
Charge: +2

Each line ends with the Mulliken charge.
Geometry (Å):
Bi -0.0645 -0.4277 1.9891  1.15
C -3.4084 -1.9843 4.0661  -1.17
C -2.2908 -1.7362 5.0711  -0.53
S -0.6437 -2.0398 4.3600  0.04
C 0.4154 -1.1685 5.5559  -0.93
C 0.3528 0.3541 5.4888  -0.45
S 1.1674 1.0106 3.9965  0.13
C 0.5830 2.7292 3.9431  -0.86
C -0.9169 2.9802 3.9400  -0.93
S -1.8421 2.0591 2.6650  0.19
C -3.2553 1.5297 3.6898  -0.44
C -4.1395 0.5287 2.9616  -1.02
S -3.3524 -1.0452 2.5101  0.23
H -4.3700 -1.7827 4.5389  0.49
H -3.4121 -3.0295 3.7558  0.47
H -2.4005 -2.4386 5.8994  0.49
H -2.3207 -0.7270 5.4763  0.25
H 1.4204 -1.5399 5.3612  0.45
H 0.1160 -1.5014 6.5489  0.59
H 0.8968 0.7734 6.3363  0.55
H -0.6736 0.7179 5.5180  0.05
H 1.0584 3.1219 3.0443  0.41
H 1.0288 3.2368 4.7998  0.54
H -1.0836 4.0428 3.7717  0.61
H -1.3614 2.7252 4.9005  0.47
H -3.8283 2.4250 3.9345  0.52
H -2.8651 1.1023 4.6117  0.03
H -4.5037 0.9471 2.0221  0.37
H -5.0120 0.2984 3.5737  0.51
O 3.1043 -6.1246 -0.1572  -0.47
C 3.2818 -4.8034 -0.0050  0.52
O 4.3645 -4.3178 0.0878  -0.49
C 2.0517 -3.9451 -0.0358  0.09
C 1.1115 -3.8361 -1.0410  -0.43
N 0.3186 -2.7912 -0.7360  0.11
N 0.6842 -2.2282 0.4161  0.15
C 1.7209 -2.9193 0.8656  -0.09
C 2.2461 -2.5652 2.2241  0.19
O 3.0056 -3.2735 2.8178  -0.59
O 1.7376 -1.4296 2.7026  -0.62
H 2.1733 -6.3758 -0.1523  0.37
H 0.9832 -4.4022 -1.9524  0.55
H -0.5253 -2.4354 -1.1746  0.19
C 2.0992 4.1604 -3.4607  -0.85
C 0.7140 4.7423 -3.1910  -0.58
C -0.3585 3.7035 -2.8556  -1.09
C -0.0860 2.9020 -1.5821  -0.57
N 0.7221 1.7030 -1.8777  0.59
C 1.3979 0.9713 -1.0063  -0.05
S 1.4440 1.3816 0.6910  -0.53
N 2.0799 -0.0905 -1.4136  0.14
C 2.2576 -0.5119 -2.8080  -1.26
C 3.2296 0.3594 -3.6013  0.31
C 3.5453 -0.2424 -4.9714  -0.67
C 2.3197 -0.4015 -5.8688  -1.08
H 2.8084 4.9539 -3.6927  0.44
H 2.0777 3.4803 -4.3175  0.14
H 2.4937 3.6202 -2.5953  0.18
H 0.3842 5.3004 -4.0687  0.40
H 0.7718 5.4616 -2.3698  0.30
H -0.4916 3.0158 -3.7015  0.33
H -1.3148 4.2108 -2.7280  0.43
H -1.0215 2.5881 -1.1175  0.16
H 0.4505 3.5123 -0.8580  0.63
H 0.8360 1.4864 -2.8577  0.17
H 2.6531 -0.5315 -0.7102  0.39
H 1.2737 -0.5539 -3.2841  0.21
H 2.6416 -1.5311 -2.7736  0.62
H 4.1488 0.4638 -3.0208  0.35
H 2.8253 1.3662 -3.7401  -0.39
H 4.0363 -1.2107 -4.8357  0.35
H 4.2706 0.4061 -5.4645  0.39
H 1.6243 -1.1561 -5.4911  0.27
H 2.6167 -0.7188 -6.8683  0.40
H 1.7794 0.5448 -5.9726  0.24
C -2.6601 -0.0859 -2.5888  -0.29
C -2.8965 -1.5800 -2.9238  -0.74
C -2.9197 -2.2549 -1.5532  -0.73
O -2.0914 -1.4184 -0.7242  -0.50
C -2.4765 -0.0843 -1.0683  0.76
H -3.4970 0.5433 -2.8850  0.53
H -1.7679 0.2898 -3.0904  -0.12
H -2.0818 -1.9732 -3.5312  0.29
H -3.8243 -1.7457 -3.4672  0.39
H -2.5171 -3.2668 -1.5352  0.45
H -3.9307 -2.2769 -1.1371  0.41
H -1.7006 0.5963 -0.7103  -0.75
H -3.4183 0.1566 -0.5621  0.24



The records above yield largest force on an atom values of 0.12941, 0.07542, 0.07665, 0.12407, 0.06226, 0.03649, 0.06493, 0.00846 hartree/bohr, respectively.
The records above yield ΔE to the lowest compared entry with this formula, charge and spin values of 657.4, 68.9, 186.5, 140.3, 438.8, 14.6, 192.3, 0.0 kJ/mol, respectively.